one) {
  "formula": "C3H7N3O",
  "method": "wB97M-V/def2-TZVPD",
  "mol_weight_g_mol": 101.1,
  "homo_lumo_gap_ev": 9.94,
  "smiles": "[H]/N=C(\\C)NC(N)=O",
  "spin_multiplicity": 1,
  "species": ["C", "N", "C", "C", "N", "N", "O", "H", "H", "H", "H", "H", "H", "H"],
  "coordinates": [[1.99, 0.44, -0.05], [-0.34, 0.04, 0.27], [-1.66, -0.27, -0.07], [0.78, -0.60, -0.21], [-2.52, 0.73, 0.34], [0.81, -1.77, -0.64], [-2.03, -1.29, -0.57], [0.05, 1.01, 0.44], [-3.49, 0.48, 0.36], [-2.23, 1.45, 0.98], [1.72, -2.17, -0.80], [2.87, -0.01, -0.52], [1.85, 1.41, -0.52], [2.21, 0.56, 1.01]]
}

***

two) {
  "formula": "C3H7N3O",
  "method": "wB97M-V/def2-TZVPD",
  "mol_weight_g_mol": 101.1,
  "homo_lumo_gap_ev": 7.40,
  "spin_multiplicity": 1,
  "species": ["N", "N", "C", "N", "C", "C", "O", "H", "H", "H", "H", "H", "H", "H"],
  "coordinates": [[0.08, 0.80, 0.72], [-1.80, 0.18, 1.03], [0.87, 0.01, 0.09], [-2.33, -0.06, -0.22], [2.22, 0.78, -0.09], [0.84, -1.11, -0.69], [3.24, 0.44, 0.43], [-0.91, 0.85, 1.60], [-1.70, -0.70, 1.54], [-2.57, 0.80, -0.69], [-1.73, -0.63, -0.82], [2.11, 1.69, -0.71], [-0.07, -1.58, -1.02], [1.75, -1.46, -1.16]]
}

***

three) {
  "formula": "C3H7N3O",
  "method": "wB97M-V/def2-TZVPD",
  "mol_weight_g_mol": 101.1,
  "homo_lumo_gap_ev": 9.90,
  "smiles": "[H]/N=N\\N(C)OC=C",
  "spin_multiplicity": 1,
  "species": ["C", "C", "C", "N", "N", "N", "O", "H", "H", "H", "H", "H", "H", "H"],
  "coordinates": [[1.86, 0.52, 0.58], [1.36, 0.47, -0.65], [-1.42, -1.65, 0.05], [-1.51, 0.78, 0.30], [-1.04, 1.92, 0.29], [-0.85, -0.28, -0.14], [0.30, -0.20, -1.08], [2.85, 0.98, 0.70], [1.48, 0.09, 1.49], [1.78, 1.25, -1.35], [-1.45, -2.26, -1.03], [-0.82, -2.26, 0.75], [-2.42, -1.42, 0.27], [-0.12, 2.08, -0.17]]
}

***

four) {
  "formula": "C3H7N3O",
  "method": "wB97M-V/def2-TZVPD",
  "mol_weight_g_mol": 101.1,
  "homo_lumo_gap_ev": 9.13,
  "spin_multiplicity": 1,
  "species": ["C", "C", "C", "H", "H", "H", "H", "H", "H", "H", "N", "N", "N", "O"],
  "coordinates": [[1.14, 1.25, 1.62], [0.56, 0.71, 0.29], [-2.16, -1.69, 0.35], [2.35, 1.46, 1.55], [0.68, 2.23, 2.08], [0.98, 0.10, 2.21], [-0.74, -0.44, 1.61], [-2.79, -2.34, -0.36], [-2.26, -1.82, 1.54], [0.45, -0.77, -1.81], [-0.82, 0.26, 0.42], [-1.30, -0.86, -0.27], [1.48, 0.68, -0.76], [1.07, -0.08, -2.02]]
}

***

Most stable pick: one). Distance to second place: 0.2080 hartree.

***

one) {
  "formula": "C3H7N3O",
  "method": "wB97M-V/def2-TZVPD",
  "mol_weight_g_mol": 101.1,
  "homo_lumo_gap_ev": 10.39,
  "smiles": "[H]/N=C/NC(=O)NC",
  "spin_multiplicity": 1,
  "species": ["C", "N", "C", "O", "N", "C", "N", "H", "H", "H", "H", "H", "H", "H"],
  "coordinates": [[2.57, 0.16, 0.03], [1.19, 0.11, 0.47], [0.16, 0.11, -0.42], [0.30, 0.19, -1.63], [-1.10, -0.01, 0.17], [-2.25, -0.13, -0.59], [-3.35, -0.40, -0.01], [2.57, 0.04, -1.05], [3.15, -0.65, 0.48], [3.04, 1.12, 0.28], [1.00, 0.10, 1.46], [-1.20, -0.18, 1.16], [-2.07, 0.01, -1.65], [-4.10, -0.46, -0.71]]
}

***

two) {
  "formula": "C3H7N3O",
  "method": "wB97M-V/def2-TZVPD",
  "mol_weight_g_mol": 101.1,
  "homo_lumo_gap_ev": 10.00,
  "smiles": "[H]/N=C/NC(=O)NC",
  "spin_multiplicity": 1,
  "species": ["C", "N", "C", "O", "N", "C", "N", "H", "H", "H", "H", "H", "H", "H"],
  "coordinates": [[-1.62, 0.79, -0.54], [-0.62, 0.18, 0.29], [-0.41, -1.23, 0.21], [-1.25, -2.10, 0.35], [0.91, -1.33, -0.10], [1.50, -0.03, -0.34], [2.25, 0.52, 0.50], [-1.46, 0.46, -1.58], [-1.44, 1.87, -0.52], [-2.63, 0.54, -0.23], [-0.43, 0.57, 1.20], [1.43, -2.20, -0.10], [1.25, 0.38, -1.33], [2.62, 1.39, 0.11]]
}

***

three) {
  "formula": "C3H7N3O",
  "method": "wB97M-V/def2-TZVPD",
  "mol_weight_g_mol": 101.1,
  "homo_lumo_gap_ev": 10.00,
  "spin_multiplicity": 1,
  "species": ["C", "N", "C", "N", "C", "O", "N", "H", "H", "H", "H", "H", "H", "H"],
  "coordinates": [[-1.56, -1.11, 1.20], [-1.14, -0.05, 0.31], [0.03, 0.40, 0.42], [1.01, 0.09, 1.35], [1.14, 0.43, -1.40], [0.44, 1.28, -0.59], [0.92, 0.77, -2.65], [-2.16, -0.71, 2.02], [-0.72, -1.69, 1.60], [-2.20, -1.79, 0.63], [1.93, 0.43, 1.10], [0.75, 0.31, 2.31], [1.27, 0.13, -3.35], [0.28, 1.51, -2.94]]
}

***

Most stable pick: one). Distance to second place: 0.0530 hartree.

***

one) {
  "formula": "C3H7N3O",
  "method": "wB97M-V/def2-TZVPD",
  "mol_weight_g_mol": 101.1,
  "homo_lumo_gap_ev": 9.58,
  "spin_multiplicity": 1,
  "species": ["C", "N", "C", "N", "C", "O", "N", "H", "H", "H", "H", "H", "H", "H"],
  "coordinates": [[-0.46, -1.98, -0.53], [-0.86, -0.83, -1.28], [-0.97, 0.33, -0.90], [-1.36, 1.53, -0.90], [0.69, 0.84, 0.63], [0.41, 2.10, 0.84], [1.80, 0.46, 1.25], [-1.33, -2.50, -0.13], [0.19, -1.70, 0.31], [0.07, -2.68, -1.19], [-0.40, 2.24, 0.24], [-2.35, 1.62, -1.11], [2.13, -0.49, 1.14], [2.36, 1.10, 1.80]]
}

***

two) {
  "formula": "C3H7N3O",
  "method": "wB97M-V/def2-TZVPD",
  "mol_weight_g_mol": 101.1,
  "homo_lumo_gap_ev": 9.26,
  "spin_multiplicity": 1,
  "species": ["C", "N", "C", "O", "N", "C", "N", "H", "H", "H", "H", "H", "H", "H"],
  "coordinates": [[1.67, -0.53, -0.18], [0.40, 0.05, 0.24], [0.09, 1.36, -0.34], [0.87, 2.28, -0.42], [-1.14, 1.07, -0.68], [-1.10, -0.52, -0.19], [-1.78, -0.94, 0.82], [1.66, -0.66, -1.27], [1.75, -1.49, 0.33], [2.51, 0.13, 0.08], [0.32, 0.13, 1.25], [-1.71, 1.78, -1.12], [-0.97, -1.04, -1.15], [-2.45, -1.66, 0.56]]
}

***

Most stable pick: two). Distance to second place: 0.0020 hartree.

***

one) {
  "formula": "C3H4N3",
  "method": "wB97M-V/def2-TZVPD",
  "charge": 1,
  "mol_weight_g_mol": 82.1,
  "homo_lumo_gap_ev": [8.32, 8.38],
  "spin_multiplicity": 1,
  "species": ["C", "C", "C", "N", "N", "N", "H", "H", "H", "H"],
  "coordinates": [[0.78, -1.21, 0.01], [0.33, 1.05, 0.00], [-0.61, -0.96, 0.00], [1.34, 0.02, -0.04], [2.54, 0.24, 0.02], [-0.83, 0.49, 0.03], [0.51, 2.05, 0.03], [-1.10, -1.47, -1.01], [-1.33, -1.31, 0.83], [-1.63, 1.09, 0.14]]
}

***

two) {
  "formula": "C3H4N3",
  "method": "wB97M-V/def2-TZVPD",
  "charge": 1,
  "mol_weight_g_mol": 82.1,
  "homo_lumo_gap_ev": [8.31, 8.31],
  "spin_multiplicity": 1,
  "species": ["C", "C", "C", "N", "N", "N", "H", "H", "H", "H"],
  "coordinates": [[-1.32, -0.14, 1.34], [1.78, 0.50, -1.87], [-1.65, -0.77, 2.43], [-0.77, 0.28, 0.35], [2.55, 0.42, -2.73], [-0.62, 0.94, -0.62], [-1.41, -1.75, 2.45], [-2.17, -0.17, 3.14], [3.25, 0.06, -3.31], [0.36, 0.63, -1.18]]
}

***

three) {
  "formula": "C3H4N3",
  "method": "wB97M-V/def2-TZVPD",
  "charge": 1,
  "mol_weight_g_mol": 82.1,
  "homo_lumo_gap_ev": 8.13,
  "smiles": "CN=C=C[N+]#N",
  "spin_multiplicity": 1,
  "species": ["C", "C", "C", "N", "N", "N", "H", "H", "H", "H"],
  "coordinates": [[0.73, -1.04, 0.81], [1.12, -2.38, 0.74], [-0.39, 0.96, -0.35], [0.88, -2.54, -0.56], [0.47, -2.17, -1.51], [0.17, -0.24, 0.15], [1.78, -2.73, 1.52], [0.28, 1.47, -0.99], [-0.68, 1.67, 0.59], [-1.33, 0.80, -0.87]]
}

***

four) {
  "formula": "C3H4N3",
  "method": "wB97M-V/def2-TZVPD",
  "charge": 1,
  "mol_weight_g_mol": 82.1,
  "homo_lumo_gap_ev": 7.09,
  "smiles": "CN=C=C[N+]#N",
  "spin_multiplicity": 1,
  "species": ["C", "C", "C", "N", "N", "N", "H", "H", "H", "H"],
  "coordinates": [[-0.93, 0.65, 1.14], [-0.67, 1.94, 1.74], [0.29, -0.51, -0.79], [0.37, 2.31, 1.13], [0.97, 1.71, 0.37], [-0.14, 0.10, 0.37], [-1.07, 2.52, 2.53], [1.25, 0.14, -0.93], [-0.32, -0.34, -1.71], [0.65, -1.59, -0.81]]
}

***

Most stable pick: three). Distance to second place: 0.0337 hartree.

***

one) {
  "formula": "C3H4N3",
  "method": "wB97M-V/def2-TZVPD",
  "charge": 1,
  "mol_weight_g_mol": 82.1,
  "homo_lumo_gap_ev": [8.83, 8.83],
  "spin_multiplicity": 1,
  "species": ["C", "C", "C", "N", "N", "N", "H", "H", "H", "H"],
  "coordinates": [[1.77, -0.66, 0.12], [-0.05, -0.36, -0.42], [-1.24, 0.12, 0.30], [2.37, 0.63, 0.18], [1.37, 1.17, -0.20], [0.78, -1.35, -0.04], [0.01, -0.05, -1.43], [-1.64, 1.08, -0.13], [-1.16, -0.13, 1.44], [-2.19, -0.44, 0.20]]
}

***

two) {
  "formula": "C3H4N3",
  "method": "wB97M-V/def2-TZVPD",
  "charge": 1,
  "mol_weight_g_mol": 82.1,
  "homo_lumo_gap_ev": 8.55,
  "smiles": "C#CN=[N+]=NC",
  "spin_multiplicity": 1,
  "species": ["C", "C", "C", "N", "N", "N", "H", "H", "H", "H"],
  "coordinates": [[2.69, -0.44, -0.48], [3.67, 0.31, -0.48], [-2.28, 0.30, 0.25], [0.99, -0.95, -0.63], [-1.08, -0.59, 0.39], [-0.03, -0.58, -0.17], [3.59, 0.26, 0.67], [-2.97, 0.10, 0.97], [-2.55, 0.22, -0.83], [-2.02, 1.37, 0.32]]
}

***

three) {
  "formula": "C3H4N3",
  "method": "wB97M-V/def2-TZVPD",
  "charge": 1,
  "mol_weight_g_mol": 82.1,
  "homo_lumo_gap_ev": 7.55,
  "spin_multiplicity": 1,
  "species": ["C", "C", "C", "N", "N", "N", "H", "H", "H", "H"],
  "coordinates": [[-0.60, -0.73, 2.85], [0.13, -0.18, 0.90], [-0.38, 0.50, -0.23], [-1.27, 0.02, 2.24], [0.59, -1.30, 2.82], [0.94, -0.89, 1.65], [-1.53, 0.46, -0.23], [0.13, 0.11, -1.12], [-0.28, 1.54, -0.02], [1.88, -1.10, 1.34]]
}

***

Most stable pick: three). Distance to second place: 0.0174 hartree.

***

one) {
  "formula": "C3H6O2",
  "method": "wB97M-V/def2-TZVPD",
  "mol_weight_g_mol": 74.1,
  "homo_lumo_gap_ev": 10.71,
  "smiles": "COCC=O",
  "spin_multiplicity": 1,
  "species": ["O", "C", "C", "O", "C", "H", "H", "H", "H", "H", "H"],
  "coordinates": [[0.69, 0.48, 2.38], [0.52, -0.25, 1.44], [-1.10, 0.05, -1.06], [0.19, -0.53, -0.95], [0.99, 0.06, 0.03], [-1.10, 1.09, -0.70], [0.01, -1.23, 1.55], [-1.84, -0.51, -0.48], [-1.39, 0.05, -2.11], [2.00, -0.35, -0.09], [1.06, 1.16, -0.08]]
}

***

two) {
  "formula": "C3H6O2",
  "method": "wB97M-V/def2-TZVPD",
  "mol_weight_g_mol": 74.1,
  "homo_lumo_gap_ev": 10.92,
  "spin_multiplicity": 1,
  "species": ["O", "C", "C", "O", "C", "H", "H", "H", "H", "H", "H"],
  "coordinates": [[-0.13, 1.45, 1.11], [-0.21, 0.14, 0.64], [-0.85, -0.19, -0.71], [0.12, -1.22, -0.94], [0.99, -0.60, 0.02], [0.17, 2.02, 0.39], [-0.69, -0.42, 1.46], [-1.87, -0.55, -0.74], [-0.72, 0.61, -1.44], [1.49, -1.31, 0.67], [1.71, 0.08, -0.47]]
}

***

three) {
  "formula": "C3H6O2",
  "method": "wB97M-V/def2-TZVPD",
  "mol_weight_g_mol": 74.1,
  "homo_lumo_gap_ev": 9.82,
  "smiles": "C/C=C/OO",
  "spin_multiplicity": 1,
  "species": ["C", "C", "C", "O", "O", "H", "H", "H", "H", "H", "H"],
  "coordinates": [[-1.49, 0.97, 0.57], [-0.64, -0.42, -0.14], [0.45, 0.22, -0.24], [1.34, -0.97, -1.06], [2.63, -1.09, -0.44], [2.88, -1.99, -0.69], [-1.08, -1.39, -0.04], [1.08, 1.06, -0.05], [-1.25, 1.95, 0.17], [-1.43, 0.94, 1.65], [-2.50, 0.72, 0.25]]
}

***

four) {
  "formula": "C3H6O2",
  "method": "wB97M-V/def2-TZVPD",
  "mol_weight_g_mol": 74.1,
  "homo_lumo_gap_ev": 9.15,
  "smiles": "O[C@@H]1C[C@@H]1O",
  "spin_multiplicity": 1,
  "species": ["O", "C", "C", "C", "O", "H", "H", "H", "H", "H", "H"],
  "coordinates": [[0.13, -1.40, 0.78], [0.09, -0.68, -0.42], [-0.85, 0.46, -0.42], [0.79, 0.61, -0.26], [1.35, 0.87, 0.96], [-0.79, -1.63, 0.99], [0.20, -1.30, -1.31], [-1.37, 0.77, 0.47], [-1.29, 0.74, -1.38], [0.63, 1.44, -0.92], [1.10, 0.11, 1.52]]
}

***

Most stable pick: one). Distance to second place: 0.0129 hartree.